Computed, not measured: 2 unconnected molecules or ions with the total composition C25H22F6N, with wB97M-V/def2-TZVPD.

```
54
Properties=species:S:1:pos:R:3:forces:R:3
H -0.424 -5.077 -0.334 0.3 0.1 0.1
H 2.494 1.757 -1.806 -0.1 -0.3 -0.3
N -0.447 -1.997 -0.520 -0.5 -0.1 -0.9
H 1.227 -4.573 0.129 -0.3 -0.1 -0.1
C 1.964 1.226 -3.781 0.1 0.2 0.5
F 1.163 1.785 -6.808 0.0 -1.2 0.9
H -0.399 -1.104 -0.988 0.1 -0.5 0.2
C -1.736 -0.735 2.649 -0.3 0.0 -0.2
H 0.306 -3.700 2.097 -0.2 -0.1 -0.1
C -2.920 -0.230 3.195 0.0 -0.1 -0.1
H -0.382 -3.472 -2.012 0.2 0.1 0.2
C 2.518 3.243 4.235 0.9 0.8 1.9
C -0.343 0.610 -4.184 0.0 0.1 0.0
C 0.044 1.110 -0.504 0.1 1.9 -0.2
F 2.516 4.613 4.332 -0.1 -1.5 -0.3
C -4.177 -1.173 1.342 0.4 0.0 0.0
C 0.955 0.818 -4.645 -0.2 -0.2 0.2
C 2.077 2.134 0.659 0.1 0.1 0.0
C 0.411 1.086 -1.886 0.0 -0.3 -0.8
H -1.135 1.844 1.750 0.3 -0.3 0.1
H 2.961 1.435 -4.164 -0.2 -0.1 0.1
H -1.341 -3.994 1.481 0.3 0.2 0.0
C 1.271 0.615 -6.096 0.4 -0.2 -2.2
H 0.355 -1.521 1.347 0.0 -0.1 0.2
F 1.878 2.764 5.345 0.5 0.4 -1.2
H -5.123 -1.362 0.833 0.2 0.1 0.2
C 2.644 2.641 1.818 0.0 -0.1 -0.6
C -0.359 -3.572 1.236 -0.2 0.2 -0.1
H -2.984 -2.212 -0.164 -0.1 0.2 0.4
H 2.710 2.085 -0.216 0.0 -0.2 0.4
H -0.766 -0.586 3.137 -0.4 0.0 -0.1
C 0.201 -4.226 -0.041 0.1 0.0 0.0
C -0.610 0.754 -2.837 -0.2 0.0 0.6
C 0.190 -3.136 -1.132 0.4 -0.3 -0.5
H 1.220 -2.923 -1.473 -0.2 0.0 0.1
H -0.083 2.605 3.849 0.1 0.0 -0.3
C 0.713 1.726 0.605 0.2 0.0 0.6
H -1.128 0.339 -4.885 0.1 0.1 0.2
F 2.547 0.157 -6.284 -1.2 0.5 0.4
H -1.645 0.664 -2.494 0.4 -0.2 0.0
H 3.692 2.935 1.826 -0.3 -0.1 0.0
C -0.054 1.990 1.784 -0.5 -0.4 -0.4
C 0.514 2.467 2.949 0.1 0.2 0.0
C -4.141 -0.454 2.545 0.2 -0.1 -0.1
C 1.696 1.376 -2.429 0.0 0.1 0.0
H -2.880 0.332 4.129 -0.1 -0.2 -0.2
H -0.995 0.835 -0.301 0.2 -0.1 0.0
C -0.500 -2.061 0.901 0.2 0.3 0.7
H -5.065 -0.067 2.976 0.2 -0.1 -0.1
F 3.824 2.845 4.327 -1.3 0.3 -0.3
C 1.873 2.769 2.967 -0.3 -0.3 -0.1
C -2.987 -1.659 0.782 -0.2 0.3 0.3
C -1.773 -1.439 1.443 0.0 -0.2 0.1
F 0.431 -0.289 -6.683 0.7 0.9 0.7
```
Positions in Å, forces in eV/Å.

Energy above the lowest of the compared OMol25 structures with the same formula, charge and spin: 22.1 kcal per mole
Highest occupied orbital energy: -11.163 eV
Net charge: +1
Total energy: -44069.9316 eV
Spin multiplicity: 1
Kohn-Sham gap: 4.494 eV

***

Computed, not measured: 2 unconnected molecules or ions with the total composition C5H14, with wB97M-V/def2-TZVPD.

```
19
Properties=species:S:1:pos:R:3:forces:R:3
H 2.372 0.372 2.192 0.1 0.2 -0.3
H -2.414 0.036 -2.007 -0.2 -0.7 -0.7
H 1.941 1.025 -1.367 -0.6 0.0 -0.2
C 1.327 0.595 1.969 -0.6 -0.3 0.8
H -3.444 -1.349 -1.348 -0.8 0.9 0.0
H -2.718 0.111 -0.403 -0.8 -0.5 0.5
C 0.966 0.418 0.488 -0.1 1.5 1.5
H -1.653 -2.580 -1.231 0.2 -0.2 -0.1
H 2.980 1.022 -0.121 0.0 0.0 0.7
H -1.300 -1.626 0.195 0.2 -0.2 1.0
H 1.893 2.362 -0.309 -0.6 0.0 0.7
C -2.640 -0.643 -1.186 1.7 -0.2 0.4
C 1.931 1.275 -0.300 1.6 -1.1 -2.1
H 0.775 -0.054 2.658 -0.2 -0.1 -0.3
H -0.537 -1.183 -1.304 0.3 -0.3 -0.1
H 1.080 1.601 2.315 0.3 0.1 -0.1
C -1.435 -1.589 -0.857 -0.7 1.1 -1.0
H 0.903 -0.644 0.290 0.5 0.0 -0.7
H -0.027 0.848 0.327 -0.2 -0.3 0.1
```
Positions in Å, forces in eV/Å.

Structure (SMILES): CCC.CC
Energy above the lowest of the compared OMol25 structures with the same formula, charge and spin: 17.0 kcal per mole
Highest occupied orbital energy: -11.323 eV
Total energy: -5411.3129 eV
Spin multiplicity: 1
Kohn-Sham gap: 12.417 eV

***

Computed, not measured: 2 unconnected molecules or ions with the total composition ClH3NO2P, with wB97M-V/def2-TZVPD.

```
8
Properties=species:S:1:pos:R:3:forces:R:3
H -1.963 0.344 -1.017 -0.6 0.0 -2.0
H 1.674 -1.781 -0.232 0.3 -0.1 0.6
H -1.956 -0.382 0.408 0.6 0.4 -0.2
P 1.074 1.105 -0.170 0.4 -3.7 -2.9
Cl 2.337 -1.741 0.886 -0.2 -0.2 -0.5
N -1.532 0.378 -0.145 1.3 -0.3 1.9
O 0.531 2.156 0.644 -1.4 4.1 3.1
O -0.165 -0.078 -0.373 -0.3 -0.2 0.0
```
Positions in Å, forces in eV/Å.

Energy above the lowest of the compared OMol25 structures with the same formula, charge and spin: 27.2 kcal per mole
Highest occupied orbital energy (spin up / spin down): -6.838 / -10.599 eV
Total energy: -27440.2773 eV
Spin multiplicity: 3
Kohn-Sham gap (spin up / spin down): 7.582 / 6.939 eV